No. 1
The following is a quantum chemistry calculation of a molecular structure, C37H53NS4SbSi3SnTe, from the Open Molecules 2025 dataset.

Each line ends with the Löwdin charge.
CARTESIAN COORDINATES (ANGSTROEM)
H (14.406, 17.408, 9.832)  0.0698
C (9.844, 15.379, 15.710)  -0.1063
H (13.399, 19.371, 11.319)  0.1109
H (16.453, 12.200, 8.181)  0.0816
C (9.017, 20.366, 6.430)  -0.2285
C (6.794, 15.273, 8.744)  -0.2387
H (12.734, 13.921, 17.815)  0.0931
C (13.241, 9.821, 7.641)  -0.2980
C (14.342, 10.673, 7.797)  -0.0434
C (15.516, 12.599, 8.630)  -0.0943
C (11.919, 14.348, 17.227)  -0.1391
C (11.126, 15.278, 15.117)  -0.7006
H (8.573, 16.880, 12.531)  -0.0085
H (7.024, 20.528, 11.002)  0.0424
H (15.688, 13.138, 9.659)  0.0362
H (10.678, 18.628, 12.441)  0.0295
C (9.606, 14.984, 17.055)  -0.0961
C (12.524, 10.609, 9.818)  -0.2587
H (10.554, 12.607, 7.912)  0.0971
H (12.116, 12.784, 6.105)  0.1050
H (7.507, 18.161, 13.114)  0.0243
C (6.019, 17.888, 7.095)  -0.2154
H (14.651, 15.899, 10.647)  0.0550
Si (8.564, 18.697, 10.935)  0.3132
H (13.551, 9.463, 5.556)  0.0550
C (11.269, 13.405, 7.918)  -0.1182
H (13.182, 18.553, 15.507)  0.1149
H (12.949, 20.177, 13.676)  0.1093
C (10.634, 14.405, 17.773)  -0.1205
C (13.271, 15.299, 8.135)  -0.1116
Sn (10.987, 13.502, 12.447)  0.3925
Sb (9.442, 17.425, 8.896)  0.9114
C (11.086, 20.669, 8.523)  -0.2128
H (8.886, 15.498, 5.807)  0.0157
H (11.894, 19.084, 5.561)  0.0263
H (14.366, 16.604, 16.296)  0.0888
C (13.636, 18.742, 12.181)  -0.0588
C (7.999, 16.104, 5.939)  -0.2315
H (10.684, 11.230, 10.729)  0.0038
C (11.443, 10.485, 10.925)  -0.1271
C (14.028, 16.813, 10.657)  -0.4159
Si (7.409, 16.753, 7.645)  0.2795
C (12.230, 13.492, 6.944)  -0.1048
H (8.714, 15.071, 17.655)  0.0899
C (11.501, 18.492, 6.401)  -0.2458
H (5.867, 14.831, 8.387)  0.0111
H (11.921, 20.330, 9.091)  -0.0062
H (11.314, 21.643, 8.017)  0.0386
H (12.272, 18.357, 7.179)  0.0181
H (7.222, 15.531, 5.504)  -0.0009
H (5.442, 18.059, 7.923)  -0.0234
H (6.361, 18.812, 6.663)  0.0144
H (15.554, 15.926, 15.096)  0.0752
N (14.373, 16.649, 13.072)  0.1405
H (9.715, 20.229, 12.709)  0.0565
H (10.830, 9.599, 10.755)  0.0651
H (8.593, 19.761, 5.654)  0.0158
H (15.126, 10.594, 7.048)  0.1126
C (7.768, 17.563, 12.243)  -0.2162
Si (10.156, 19.341, 7.425)  0.2783
C (14.514, 16.114, 15.321)  -0.3721
S (11.326, 15.818, 13.463)  0.4491
C (12.163, 14.740, 15.927)  -0.5928
C (14.150, 17.058, 14.264)  -0.4299
C (14.108, 17.437, 12.035)  -0.3528
H (8.073, 20.496, 9.489)  -0.0038
H (10.514, 14.000, 18.795)  0.1014
C (13.237, 14.502, 6.969)  -0.0915
H (13.992, 16.110, 8.213)  0.0886
C (13.526, 11.609, 9.897)  -0.4469
C (13.331, 19.186, 13.447)  -0.0841
S (10.064, 14.117, 10.329)  0.3422
C (11.297, 14.277, 9.031)  -0.6765
H (12.110, 8.765, 6.062)  0.0607
H (8.096, 17.036, 5.336)  0.0271
H (6.979, 16.866, 11.996)  0.0093
C (7.430, 19.916, 10.151)  -0.2573
H (5.504, 17.278, 6.347)  0.0349
H (14.077, 14.637, 6.205)  0.1228
H (6.598, 19.393, 9.649)  0.0226
H (8.974, 15.764, 15.151)  0.0982
C (14.429, 11.591, 8.832)  -0.3492
C (13.515, 18.302, 14.493)  -0.0307
S (12.294, 16.420, 10.437)  0.7724
C (12.325, 9.759, 8.658)  -0.0249
H (10.371, 20.915, 9.303)  -0.0175
C (13.102, 8.985, 6.391)  -0.0591
H (11.914, 10.563, 11.903)  0.0359
H (7.557, 14.465, 8.710)  0.0050
Te (13.746, 13.067, 11.550)  0.8129
H (15.172, 13.311, 7.898)  0.0340
H (8.263, 20.830, 7.011)  0.0125
H (10.694, 19.936, 11.349)  -0.0548
C (10.022, 19.438, 11.947)  -0.2133
S (13.772, 14.409, 15.339)  0.8955
H (11.408, 9.154, 8.605)  0.1126
H (11.180, 17.506, 6.047)  0.0126
C (12.307, 15.206, 9.176)  -0.6417
H (6.673, 15.646, 9.758)  -0.0026
H (13.590, 8.026, 6.615)  0.0836
H (9.646, 21.106, 6.002)  0.0175

Summary:
- Energy relative to the best compared isomer or geometry (same formula, charge and spin): 119.6 kJ/mol
- Charge: -1

No. 2
The following is a quantum chemistry calculation of 9 unconnected molecules or ions with the total composition C37H54BF24O16, from the Open Molecules 2025 dataset.

Each line ends with the Löwdin charge.
CARTESIAN COORDINATES (ANGSTROEM)
F (1.760, 6.089, 10.621)  0.1723
F (-0.119, 0.069, 5.503)  0.1607
H (-3.200, -7.066, -5.720)  0.1143
H (-0.622, -2.238, -2.322)  -0.0208
H (3.050, 2.220, 0.979)  0.0797
H (2.483, 2.488, 7.432)  0.1294
O (3.852, -7.445, 3.045)  0.1654
H (6.430, 8.986, 8.199)  0.1270
O (0.137, 8.072, -6.049)  0.0339
F (3.853, 12.804, 7.559)  0.1649
H (-8.440, -3.265, -4.683)  0.0736
O (3.109, -7.882, 0.966)  0.0368
C (-2.270, -3.771, -1.619)  -0.2849
H (3.967, -9.361, -0.118)  0.1257
O (-2.813, -8.965, -7.318)  0.1726
F (0.480, 2.680, -2.974)  0.1942
H (-1.767, -3.693, -0.643)  0.0489
H (3.066, -9.974, 2.742)  0.0758
H (0.127, -5.507, -0.558)  0.0536
C (1.000, 9.078, -6.048)  -0.4050
C (2.371, -5.886, 1.939)  -0.5449
H (-2.457, -1.642, -2.699)  -0.0183
C (0.392, 6.987, -3.873)  -0.0507
C (0.585, 3.659, -2.089)  -0.5303
H (0.117, 3.287, 7.090)  0.0878
H (0.421, -4.229, -1.783)  0.0588
H (1.593, 6.637, -5.641)  0.1275
F (0.444, 10.000, -8.154)  0.1631
C (2.427, 5.911, 9.483)  -0.5395
C (-4.461, -2.712, -5.995)  -0.5400
H (-0.562, -1.091, 0.412)  0.0879
H (1.030, 7.771, -3.463)  0.0831
O (6.875, 11.435, 8.292)  0.1704
C (0.564, 6.870, -5.372)  -0.1825
H (-0.640, 7.246, -3.628)  0.0902
F (-5.790, -10.607, -7.293)  0.1582
F (2.162, 6.961, 8.692)  0.1588
C (2.260, 3.361, 6.818)  -0.1801
H (-3.857, -6.627, -8.113)  0.0819
H (4.327, 9.534, 10.365)  0.0849
O (-1.719, -0.588, 2.785)  0.1825
F (2.983, -5.018, 1.122)  0.1693
H (2.149, -10.348, 1.290)  0.0848
O (-5.894, -2.374, -4.183)  0.0431
C (-7.121, -1.970, -3.561)  -0.1971
H (4.779, 8.387, 8.189)  0.1164
C (2.988, 3.148, 1.546)  -0.0559
H (0.467, -6.043, -4.134)  0.0639
C (-0.622, -0.465, 3.239)  -0.4106
F (2.207, -5.282, 3.118)  0.1624
C (0.231, -5.294, -1.622)  -0.0928
H (3.730, 3.833, 1.132)  0.0825
C (0.915, 3.126, -0.691)  -0.3919
H (-9.066, -2.772, -3.104)  0.0781
C (-0.254, 0.601, 4.277)  -0.5310
C (5.760, 11.417, 7.863)  -0.4003
H (1.045, -2.993, 2.192)  0.1056
H (-1.593, -3.051, -3.835)  -0.0188
O (-6.733, -1.908, -6.219)  0.1555
H (-7.476, -1.038, -4.002)  0.1241
F (-0.855, 10.500, -6.494)  0.1632
C (1.602, 3.754, 1.454)  -0.1985
O (0.813, 1.984, -0.366)  0.1886
C (-4.456, -6.248, -7.283)  -0.0488
C (-5.849, -2.287, -5.504)  -0.3918
F (1.116, 11.372, -6.624)  0.1671
O (4.919, 10.391, 7.908)  0.0353
H (5.990, 10.095, 10.421)  0.0762
H (-5.502, -6.286, -7.594)  0.0891
C (-0.592, -5.810, -3.979)  -0.0786
C (-3.884, -9.245, -6.866)  -0.4073
H (1.186, -1.237, 0.409)  0.0849
H (-6.872, -1.767, -2.522)  0.1281
F (5.794, 13.717, 7.309)  0.1699
H (0.177, -2.604, -0.106)  0.0510
F (1.161, -6.143, 1.436)  0.1643
C (0.417, 10.257, -6.837)  -0.5432
F (1.541, 4.508, -2.531)  0.1281
C (-2.303, -5.231, -2.125)  -0.2307
H (-2.737, -5.855, -1.321)  0.0900
F (3.741, 5.943, 9.769)  0.1550
H (-3.322, -3.508, -1.405)  0.0593
F (0.912, 1.220, 3.992)  0.1274
C (3.158, -10.210, 1.682)  -0.0617
O (2.507, 4.570, 7.567)  0.0326
H (3.245, 2.933, 2.583)  0.0744
C (-4.499, -10.649, -6.932)  -0.5413
C (-4.243, -7.073, -6.033)  -0.1768
C (0.847, 3.317, 6.281)  -0.0463
F (5.047, 12.348, 5.811)  0.1666
H (0.647, 6.044, -3.387)  0.0477
C (3.201, -7.167, 2.080)  -0.3951
O (1.469, 3.699, 9.366)  0.1765
C (5.103, 12.592, 7.128)  -0.5444
H (5.651, 8.362, 10.509)  0.0810
H (0.704, 2.443, 5.660)  0.0358
B (-1.729, -2.628, -2.704)  -0.4730
H (1.144, -5.824, -1.942)  0.0693
O (0.436, -1.215, 2.977)  0.0354
C (5.416, 9.196, 8.540)  -0.1923
H (-0.829, -4.843, -4.423)  0.0465
H (1.555, 4.669, 2.041)  0.1239
H (0.633, 4.209, 5.690)  0.0921
F (-4.059, -3.847, -5.398)  0.1482
H (-2.976, -5.342, -2.984)  0.0884
F (-3.857, -11.417, -7.812)  0.1634
O (2.085, 9.082, -5.546)  0.1691
C (3.868, -9.102, 0.934)  -0.1986
F (-4.452, -2.914, -7.320)  0.1502
F (-0.580, 4.326, -2.077)  0.1642
C (5.344, 9.301, 10.048)  -0.0582
H (2.974, 3.371, 5.997)  0.1237
H (-4.831, -6.670, -5.211)  0.1258
F (-4.431, -11.252, -5.735)  0.1616
C (-8.166, -3.063, -3.647)  -0.0642
C (-0.923, -5.846, -2.465)  -0.4191
H (-7.781, -3.990, -3.223)  0.0830
H (0.841, 3.078, 1.841)  0.1156
C (2.053, 4.583, 8.814)  -0.4030
H (-0.990, -6.920, -2.226)  0.1115
O (-4.702, -8.433, -6.213)  0.0348
C (0.230, -2.291, 2.024)  -0.1749
H (3.707, -11.147, 1.584)  0.0804
O (1.296, 4.129, 0.099)  0.0303
H (-1.206, -6.588, -4.450)  0.0523
H (-0.066, 6.074, -5.761)  0.1287
H (-4.178, -5.223, -7.106)  0.0447
F (-3.561, -1.775, -5.725)  0.1866
C (0.259, -1.780, 0.602)  -0.0454
H (4.870, -8.930, 1.326)  0.1244
F (-1.184, 1.552, 4.371)  0.1636
H (-0.700, -2.814, 2.244)  0.1291

Summary:
- Charge: -1

No. 3
The following is a quantum chemistry calculation of a molecular structure, C37H55B2BeBrCl4F17KN4O18PS3, from the Open Molecules 2025 dataset.

Each line ends with the Löwdin charge.
CARTESIAN COORDINATES (ANGSTROEM)
H (-0.177, 0.232, -1.170)  0.0831
H (4.969, 0.734, 1.828)  0.1254
K (-4.682, -5.045, 0.896)  0.8661
C (-5.499, -2.338, 1.114)  -0.0946
H (-2.464, -5.954, 3.268)  0.1550
C (-4.214, -1.972, 0.166)  -0.0298
Cl (10.018, 4.520, -0.887)  0.6831
F (-4.627, -4.548, 5.579)  0.0359
C (-6.993, -1.866, 0.540)  -0.1330
C (-3.563, 0.826, 0.480)  -0.1493
H (3.746, 6.040, -1.854)  0.1013
H (-8.768, -0.800, 1.508)  0.1303
H (1.678, -4.743, -2.362)  0.0866
H (7.359, 2.665, 0.408)  0.0091
C (-2.557, -3.219, 2.238)  -0.3009
H (-6.839, 1.569, 1.231)  0.1516
H (-2.532, 0.323, 0.798)  0.0781
C (0.585, -4.713, -1.886)  -0.0688
C (1.451, 0.644, 0.701)  0.0568
S (-0.759, -3.606, 2.681)  0.8770
C (-8.958, 1.636, 0.369)  -0.1828
C (2.679, 0.303, -4.014)  -0.1650
N (2.818, -5.349, -4.765)  -0.5573
H (2.021, -0.186, -1.994)  0.0959
H (3.830, 6.686, 0.737)  0.0964
C (-4.039, 0.458, -1.046)  -0.6489
H (7.869, 1.617, 1.394)  0.0444
C (-3.870, -3.585, 3.212)  -0.0703
H (0.015, 1.034, -4.621)  0.1183
H (-7.139, -0.545, 2.450)  0.1244
N (-1.546, -2.126, -0.157)  0.0381
Cl (-0.907, -10.212, 6.482)  0.5325
C (-7.616, -0.572, 1.362)  -0.1494
O (10.777, 5.473, -0.101)  -0.3296
F (-3.740, -6.917, 4.846)  -0.0248
Cl (1.232, -9.178, 4.798)  0.3184
H (2.973, 4.523, -2.388)  0.1008
C (1.357, -1.291, 2.885)  0.0157
F (-7.325, 3.592, -0.264)  0.0399
C (-0.410, -1.478, 0.595)  -0.1130
H (-5.052, 1.024, -1.234)  0.0761
H (5.165, 2.163, 5.942)  0.1096
N (2.371, -2.281, -8.994)  -0.2653
H (-1.435, -4.986, 0.069)  0.0881
H (3.078, 1.834, 2.325)  0.1019
H (4.423, -0.884, 2.661)  0.1281
H (5.108, 7.753, 1.375)  0.1002
H (2.235, -0.651, -4.322)  0.1115
C (2.132, 1.418, -4.867)  -0.1619
B (-6.716, -3.461, 3.348)  -0.4067
S (3.506, -1.251, -9.337)  0.5339
H (-3.362, -1.508, -1.981)  0.1106
C (2.180, 0.684, -2.637)  -0.2193
H (-8.702, -3.911, 2.226)  0.0902
H (4.260, 8.171, -0.131)  0.1035
S (1.342, -1.685, -7.965)  0.5202
H (3.767, 0.206, -4.062)  0.1254
F (-2.567, -3.437, 5.355)  -0.0180
F (-2.219, 6.475, -1.518)  -0.1529
F (-2.027, 7.663, 0.281)  -0.1513
F (2.242, -1.269, -6.715)  -0.1976
H (3.517, 4.032, 4.500)  0.0866
F (-8.959, 3.938, 1.446)  0.0132
C (5.924, 5.362, 0.167)  -0.1452
H (2.876, 1.366, -2.137)  0.1107
F (-0.436, 6.960, -1.860)  -0.1534
H (-7.083, 0.690, -0.517)  0.1213
C (-7.876, -4.511, 2.827)  -0.0354
O (5.659, 6.683, -0.305)  -0.1143
O (2.922, -4.879, -5.911)  0.1516
H (5.707, 5.281, 1.238)  0.1324
O (10.638, 3.213, -0.794)  -0.3076
O (2.950, -6.570, -4.580)  0.1012
C (5.148, 4.305, -0.634)  -0.1461
H (5.436, 4.173, 4.526)  0.0854
C (4.659, 7.345, 0.466)  -0.0682
C (-7.516, 0.852, 0.558)  -0.0753
O (0.941, 1.382, -2.822)  -0.1816
F (-1.720, 5.523, 0.360)  -0.1576
F (4.405, -2.160, -10.303)  -0.1965
C (-0.517, -9.201, 5.081)  -1.5213
H (1.738, -1.717, 3.926)  0.1107
H (1.922, 1.620, 0.231)  0.1128
H (5.412, 3.315, -0.251)  0.1165
C (4.534, 3.487, 4.197)  -0.1407
H (2.170, 5.561, -1.188)  0.0881
O (-0.032, -3.350, -1.994)  -0.0076
C (-4.276, -1.180, -1.286)  -0.1559
F (-0.158, 7.784, 0.121)  -0.1546
C (0.252, -0.117, -0.119)  0.0614
O (3.735, 4.455, -0.468)  -0.1411
O (4.476, -0.945, -8.291)  -0.2786
H (-3.368, 1.998, 0.578)  0.1121
H (-6.552, -1.803, 4.433)  0.1179
C (-2.729, -2.459, 0.758)  -0.0674
O (0.674, -0.434, -8.304)  -0.2824
O (8.661, 4.448, -0.382)  -0.3570
F (-9.882, 1.504, 1.519)  0.0111
C (0.156, -2.046, 2.063)  -0.3313
H (3.435, 1.716, 5.342)  0.1098
H (4.474, 3.385, 3.009)  0.0655
O (2.581, -4.597, -3.806)  0.0559
O (-1.853, -4.603, -0.763)  -0.0160
Cl (-1.373, -9.777, 3.640)  0.5080
C (0.794, 1.689, -4.215)  -0.1915
C (-5.311, -3.138, 2.571)  -0.0875
H (2.046, 1.160, -5.926)  0.1116
H (-0.845, -8.180, 5.291)  -0.0099
H (-7.776, -2.760, 0.618)  0.1113
C (3.140, 5.187, -1.534)  -0.0548
F (-1.641, -5.860, 5.251)  -0.0552
H (2.775, 2.302, -4.781)  0.1179
H (-5.243, -1.414, -1.911)  0.1177
N (3.062, 0.925, 2.846)  -0.0570
H (-8.439, -4.940, 3.787)  0.1100
F (-9.574, 1.102, -0.885)  -0.0117
O (7.626, 2.553, 1.333)  -0.0704
H (-0.048, -5.548, -2.405)  0.1187
H (5.418, 4.336, -1.697)  0.1445
F (-9.675, 3.869, -0.830)  0.0449
F (0.067, 5.657, -0.208)  -0.1643
H (-6.972, -1.555, -0.591)  0.1107
H (-7.426, -5.345, 2.141)  0.0611
C (-3.556, -4.311, 4.613)  -0.2126
H (6.350, 1.188, 3.850)  0.1108
C (4.522, 2.012, 4.948)  -0.2764
C (1.985, 0.093, 2.186)  -0.1030
H (-4.345, 0.566, 1.318)  0.0765
H (0.735, -5.048, -0.758)  0.1081
C (-8.718, 3.259, 0.122)  -0.1518
C (5.266, 0.819, 4.103)  -0.1964
H (0.472, 2.727, -4.332)  0.1258
O (-6.966, -2.713, 4.628)  0.0270
P (-1.082, 6.677, -0.470)  -0.0374
Be (3.118, -9.610, 3.047)  0.1671
C (-2.860, -5.814, 4.360)  -0.0627
H (5.348, -0.110, 4.845)  0.1107
H (6.996, 5.180, 0.030)  0.0955
O (0.466, -2.687, -7.360)  -0.2896
Br (-2.743, 1.244, -2.407)  0.6720
C (4.428, 0.279, 2.791)  -0.1980
O (9.995, 4.946, -2.273)  -0.3247
B (-1.120, -3.311, -0.998)  -0.5229
O (3.177, -0.157, -10.243)  -0.2740

Summary:
- Charge: -1

no.,LUMO energy (eV),frontier orbital gap (eV),energy (eV)
1,2.429,6.49,-127359.823
2,1.524,6.38,-137904.302
3,-5.791,1.28,-308237.408